2 unconnected molecules or ions with the total composition C5H12O in a non-equilibrium geometry. Source: the Open Molecules 2025 dataset; level of theory: ωB97M-V with the def2-TZVPD basis set.

The geometry in XYZ format:
```
18
Properties=species:S:1:pos:R:3:forces:R:3:lowdin_charge:R:1
C -0.917545 -1.767591 0.522606 -0.1 -0.6 -0.3 -0.12
C -0.706233 -0.352738 0.107613 0.6 0.2 -0.2 -0.17
C -0.169361 -0.042784 -1.084936 -0.7 -1.4 1.0 -0.17
C 0.174081 1.284378 -1.574885 0.5 2.3 0.6 -0.29
C 1.641163 1.435450 -2.050873 -0.3 -0.8 -0.5 -0.11
H -0.763336 -2.391543 -0.373783 -0.1 -0.1 0.5 0.07
H -1.931033 -1.958268 0.913884 0.4 0.1 -0.1 0.07
H -0.182641 -2.065467 1.289278 -0.3 0.1 -0.2 0.08
H -0.923950 0.373106 0.902180 0.2 0.2 -0.6 0.10
H 0.014314 -0.890934 -1.757634 0.0 0.2 0.1 0.11
H -0.563784 1.625124 -2.326476 0.5 -0.1 0.1 0.12
H 0.111403 1.969004 -0.707243 -0.5 0.0 -0.4 0.11
H 1.840911 0.532455 -2.651958 0.4 0.4 0.0 0.07
H 2.342309 1.453619 -1.199592 -0.3 -0.1 -0.3 0.07
H 1.826248 2.323654 -2.678115 -0.2 -0.3 0.3 0.07
O -0.340992 -0.788524 4.354015 -0.8 0.9 -0.4 -0.09
H -1.290369 -0.685178 4.591241 1.0 -0.1 -0.3 0.05
H -0.161185 -0.053766 3.724679 -0.2 -0.8 0.7 0.04
```
Positions in Å, forces in eV/Å.

Computed properties:
Molecular weight, g mol⁻¹: 88.15
SMILES: C/C=C/CC.O
Spin multiplicity: 1
Energy relative to the best compared isomer or geometry (same formula, charge and spin), kJ/mol: 97.9
Frontier orbital gap, eV: 10.0